1.
ORCA calculation (ωB97M-V/def2-TZVPD) on 3 unconnected molecules or ions with the total composition C15H33NO7S at a distorted geometry.

## Properties
Net charge: 0
Energy (eV): -42744.129
LUMO level (hartree): 0.0274
Kohn-Sham gap (eV): 10.075

```
57
Properties=species:S:1:pos:R:3:forces:R:3
C -1.22873 0.91109 1.00323 0.648 -0.845 0.319
C -0.66851 -0.48058 1.44359 -0.086 1.603 -0.349
O -0.09281 -0.27293 2.73698 -0.424 -0.999 -0.455
C 0.52396 -1.46469 3.18904 0.544 0.298 0.791
C 2.09648 -1.30413 3.27973 -1.031 -0.909 0.122
O 2.55115 -0.22385 2.48992 0.382 -0.244 -0.234
C 3.40810 -0.67776 1.48544 0.356 0.041 -0.229
O 3.95564 0.45122 0.78930 -1.302 -0.065 -0.939
S 3.44646 0.34565 -0.81274 0.978 1.331 -0.902
O 4.08416 1.45344 -1.55553 -1.131 -1.518 1.661
O 1.78810 0.66310 -0.71602 1.188 0.057 0.370
C 1.29241 0.36394 -2.03399 -0.502 0.599 -1.140
C -0.27076 0.26582 -2.09480 1.115 -0.469 -0.284
N -0.62410 -1.14355 -1.90271 -0.048 0.445 0.531
H -0.35272 1.51287 0.70491 -0.601 0.046 0.162
H -1.93022 0.79609 0.15686 0.221 0.165 0.515
H -1.73483 1.36285 1.87348 0.149 -0.098 -0.496
H 0.15355 -0.78165 0.76258 -0.665 -0.123 0.096
H -1.50781 -1.20452 1.44781 0.568 -0.042 0.267
H 0.24833 -2.33604 2.56624 0.073 0.440 0.223
H 0.16101 -1.63465 4.21963 0.057 -0.204 -0.485
H 2.36813 -1.19139 4.34592 0.118 0.350 -0.579
H 2.53002 -2.27000 2.93919 -0.030 0.511 0.200
H 4.24662 -1.25552 1.92048 -0.244 0.296 -0.227
H 2.87901 -1.29117 0.72015 0.076 -0.081 0.635
H 1.76573 -0.58236 -2.37573 -0.603 0.289 0.093
H 1.63673 1.14459 -2.74398 -0.123 -0.160 0.506
H -0.75652 0.93523 -1.36531 0.511 -0.481 -0.352
H -0.58875 0.61924 -3.09318 0.252 -0.085 0.337
H -0.75707 -1.63464 -2.77170 -0.240 -0.014 0.029
H -1.38982 -1.27591 -1.26156 -0.189 -0.140 -0.208
C -4.15795 -0.10897 4.97311 -0.295 -0.037 -0.134
C -3.70325 -0.94783 6.15517 0.155 0.090 0.227
C -3.15681 -2.18785 5.46815 -0.070 -0.172 -0.166
O -2.65062 -1.76333 4.19728 -0.127 0.091 0.110
C -3.09083 -0.42318 3.93903 0.260 0.126 0.051
H -4.23521 0.95561 5.19272 0.032 -0.024 -0.013
H -5.13419 -0.45736 4.62344 0.020 0.039 0.016
H -2.90098 -0.43196 6.69006 -0.031 -0.030 0.003
H -4.49732 -1.17218 6.86715 0.017 -0.017 -0.027
H -3.94738 -2.92485 5.28950 -0.006 -0.018 0.095
H -2.35794 -2.66739 6.03693 0.030 -0.007 -0.087
H -2.22718 0.24002 4.04353 -0.045 0.038 -0.060
H -3.46195 -0.35041 2.91490 0.042 -0.096 -0.011
C 2.29712 2.13334 -6.71557 0.045 0.065 -0.267
C 1.25496 2.61703 -5.72295 0.110 0.105 0.311
C 0.09982 1.67449 -5.99447 -0.209 -0.060 -0.254
O 0.66923 0.43432 -6.42690 0.134 0.186 0.063
C 2.06269 0.63173 -6.70497 0.034 -0.186 0.173
H 3.31846 2.40492 -6.45059 -0.029 -0.028 0.019
H 2.08188 2.54047 -7.70750 0.033 -0.025 0.022
H 1.61844 2.47406 -4.70155 0.010 0.052 -0.024
H 0.98767 3.66651 -5.84338 -0.021 -0.034 -0.004
H -0.54065 2.05167 -6.79891 -0.050 0.061 0.065
H -0.51559 1.50686 -5.10943 -0.042 -0.090 -0.056
H 2.63748 0.14717 -5.90811 0.084 0.023 -0.051
H 2.31714 0.15735 -7.65384 -0.099 -0.047 0.024
```
Positions in Å, forces in eV/Å.

***

2.
ORCA calculation (ωB97M-V/def2-TZVPD) on 4 unconnected molecules or ions with the total composition C15H34BrFN8O8 at a distorted geometry.

## Properties
Net charge: 0
Energy (eV): -117170.099
LUMO level (hartree): 0.0225
SMILES string: CC[C@@H](F)[C@]1(CN)OC(=O)O[C@@]1(Br)OCCNC[C@@H](C)O.NC(N)=O.NC(N)=O.NC(N)=O
Kohn-Sham gap (eV): 9.039

```
67
Properties=species:S:1:pos:R:3:forces:R:3
C 0.96591 -3.77463 -0.72409 -0.122 0.245 -0.006
C -0.23977 -3.30471 0.07649 0.327 -0.323 0.012
C -1.28788 -2.57464 -0.72680 -0.423 0.061 0.076
F -2.40262 -2.43728 0.09732 0.046 -0.025 0.222
C -0.85120 -1.20648 -1.30983 0.660 -0.102 0.030
C -0.32218 -1.39168 -2.73605 -0.312 -0.075 -0.241
N -1.23779 -0.90704 -3.76144 0.068 0.174 0.299
O 0.26475 -0.71356 -0.50567 -0.137 0.191 0.824
C -0.24341 -0.01155 0.53523 1.316 0.432 1.603
O 0.40902 0.38388 1.49579 -1.678 -0.916 -2.314
O -1.58452 0.17251 0.35137 0.434 0.327 0.491
C -1.78550 -0.01629 -1.05040 0.190 -0.143 -0.472
Br -3.65897 -0.32219 -1.42328 -0.231 0.056 0.056
O -1.29626 1.05134 -1.72129 -0.295 -0.116 0.107
C -1.85472 2.32489 -1.38206 0.364 0.365 -0.289
C -0.72800 3.27395 -1.00060 0.052 -0.261 -0.236
N 0.38384 3.15832 -1.92451 -0.030 0.203 0.095
C 1.69441 3.44860 -1.36966 0.166 0.101 -0.223
C 2.59510 2.23061 -1.38200 0.235 -0.165 -0.116
C 2.86908 1.73831 -2.79875 0.081 -0.232 0.084
O 3.83863 2.59047 -0.75536 -0.142 0.051 -0.212
H 1.60854 -4.39653 -0.11352 0.062 -0.128 0.149
H 1.55897 -2.93482 -1.06981 0.128 0.121 -0.134
H 0.64305 -4.35408 -1.58461 0.045 -0.140 -0.177
H 0.07852 -2.71507 0.92840 -0.001 0.204 0.125
H -0.73035 -4.17746 0.49724 -0.216 -0.107 0.037
H -1.60603 -3.20856 -1.55225 -0.139 -0.008 -0.221
H -0.10558 -2.44999 -2.88072 0.179 -0.186 0.176
H 0.62550 -0.87426 -2.80809 0.071 0.349 -0.057
H -2.05880 -1.48760 -3.83391 -0.101 -0.144 -0.102
H -0.76630 -0.89086 -4.64957 -0.001 -0.011 -0.238
H -2.57944 2.23952 -0.58175 -0.154 -0.015 0.152
H -2.34634 2.70932 -2.27167 -0.183 -0.119 -0.174
H -0.37354 3.04140 -0.00141 0.064 -0.118 0.199
H -1.14897 4.28312 -0.97813 -0.109 0.184 0.169
H 0.23435 3.72346 -2.74627 -0.031 0.085 -0.111
H 2.18777 4.20862 -1.97415 0.067 0.148 -0.059
H 1.64159 3.83232 -0.35202 -0.099 0.042 0.219
H 2.13991 1.42153 -0.81346 -0.229 -0.007 0.155
H 2.82387 0.65364 -2.85098 0.007 -0.181 -0.011
H 2.16435 2.12864 -3.52350 -0.152 0.125 -0.067
H 3.87732 2.02243 -3.07802 0.134 0.204 -0.114
H 3.92616 2.04591 0.02163 0.160 -0.118 0.359
C 0.56024 -2.96939 4.28818 -0.057 0.136 -0.012
O 1.05921 -3.94615 3.74460 -0.044 -0.018 -0.038
N 0.61222 -1.72464 3.72067 0.027 -0.187 0.045
N -0.09557 -3.04960 5.47953 0.221 -0.045 -0.177
H 0.20622 -0.90446 4.12711 -0.024 0.025 -0.009
H 1.09013 -1.63805 2.84482 0.037 0.121 -0.029
H -0.17302 -3.94847 5.92036 -0.169 0.013 0.098
H -0.52744 -2.26548 5.92757 -0.049 0.020 -0.005
C 1.74151 6.81037 -3.72358 0.064 0.068 0.060
O 1.51935 5.62912 -3.92727 -0.104 -0.048 -0.025
N 1.77485 7.34015 -2.46277 -0.061 -0.028 -0.063
N 1.97939 7.69450 -4.73934 -0.031 -0.038 0.033
H 1.96074 8.30514 -2.27108 0.024 0.023 -0.015
H 1.61541 6.71250 -1.69771 0.022 -0.037 0.026
H 1.96490 7.33255 -5.67327 0.001 -0.030 -0.029
H 2.16777 8.66718 -4.59526 0.011 0.018 0.030
C -2.74879 -5.49669 6.60280 -0.005 -0.028 -0.142
O -1.92071 -4.72531 7.05997 0.001 -0.062 0.160
N -2.86180 -5.72533 5.26139 0.015 0.031 0.045
N -3.62159 -6.18625 7.39802 0.029 0.045 -0.018
H -3.53017 -6.35360 4.86036 -0.019 -0.027 0.010
H -2.23004 -5.23241 4.65654 0.027 0.014 -0.010
H -3.55687 -6.03625 8.38626 0.019 0.014 0.034
H -4.30845 -6.82294 7.04431 -0.008 -0.009 -0.036
```
Positions in Å, forces in eV/Å.

***

3.
ORCA calculation (ωB97M-V/def2-TZVPD) on 9 unconnected molecules or ions with the total composition C15H34Cl4F9N3O9S at a distorted geometry.

## Properties
Net charge: 0
Energy (eV): -124375.112
LUMO level (hartree): -0.0500
Kohn-Sham gap (eV): 2.831

```
75
Properties=species:S:1:pos:R:3:forces:R:3
N 6.59433 3.89855 2.25588 0.098 0.544 -0.574
H 7.21545 3.79423 1.46629 0.822 -0.525 -0.038
H 6.89713 4.68845 2.80767 0.034 0.418 0.310
H 6.50756 3.07912 2.83992 -0.118 -0.620 0.071
H 5.73349 4.13552 1.78374 -1.456 0.196 0.184
N 0.79809 1.06155 -0.13125 0.769 0.951 -0.404
H 1.49572 0.44658 0.26273 -0.251 -0.838 0.493
H 1.33112 1.90792 -0.27132 0.354 1.299 -0.150
H 0.05684 1.36664 0.48323 -0.533 -0.138 0.698
H 0.46854 0.78315 -1.04448 -0.282 -0.457 -0.214
N -0.80993 2.01829 6.64536 0.194 0.212 -0.233
H -1.56295 1.45735 7.01741 -0.229 -0.304 0.211
H -0.99027 2.24302 5.67735 -0.257 0.300 -0.954
H 0.07587 1.53338 6.66385 0.523 -0.499 0.166
H -0.72045 2.89160 7.14478 -0.010 0.443 0.325
C 4.69579 -3.42102 5.19813 -2.175 4.071 -0.413
F 3.76257 -4.33159 5.03621 -0.637 -0.748 0.332
F 4.95485 -3.23459 6.50171 0.357 -0.739 -0.195
F 5.72791 -3.76797 4.51556 2.049 -0.799 -0.458
S 4.05763 -1.64088 4.53677 0.668 1.078 -0.239
O 3.04199 -1.24146 5.46659 -0.755 -0.218 1.746
O 5.21108 -0.74004 4.52482 0.318 -0.993 0.426
O 3.48939 -1.78407 3.22392 0.015 -1.310 -1.315
O 2.24541 5.25187 0.64268 -0.480 -0.424 0.651
C 1.18266 6.08669 1.02811 0.838 -1.002 -0.297
C 0.15048 5.79085 2.18100 -0.809 -1.947 0.121
O -0.59243 4.57214 2.30099 1.058 0.552 -0.389
H 0.61062 6.31378 0.12850 -0.618 0.034 -0.454
H 1.61271 7.03891 1.33865 0.020 0.753 0.299
H -0.59337 6.58483 2.11476 -0.190 0.727 -0.369
H 0.65595 6.01159 3.12115 0.608 -0.102 0.550
C 0.62206 -5.14572 -3.26001 -0.189 1.616 -0.257
C 0.63784 -3.64092 -3.59578 -0.167 -0.591 0.786
O -0.63815 -3.42789 -4.23541 -1.152 1.310 -1.446
C -1.02032 -2.16154 -4.58128 3.863 0.520 2.037
O -0.33658 -1.18325 -4.26410 -2.191 -1.836 -0.962
C -2.23073 -2.13575 -5.51690 -1.591 1.018 2.244
F -3.12333 -3.09563 -5.21670 0.164 0.448 0.138
F -2.85495 -0.91091 -5.42554 0.655 -1.435 -0.115
F -1.82921 -2.32828 -6.71478 0.692 -0.108 -2.319
H 1.52573 -5.38376 -2.69891 -0.194 -0.262 -0.023
H 0.55084 -5.68355 -4.20540 0.064 -0.271 0.264
H -0.29125 -5.24520 -2.67344 0.221 -0.676 0.106
H 1.50587 -3.37876 -4.20067 -0.376 0.287 -0.375
H 0.63604 -3.03248 -2.69141 0.213 -0.013 0.010
C -6.33938 -5.18144 -0.78408 -0.817 0.712 -0.287
C -6.37698 -3.91129 0.06551 -0.169 -0.385 -0.720
O -5.45465 -4.11475 1.13123 2.722 1.428 1.260
C -4.21611 -3.51402 1.07253 -0.671 2.065 -3.472
O -3.75678 -2.85783 0.10198 -1.715 -2.644 3.364
C -3.40452 -3.49059 2.39842 -0.421 -1.217 -0.493
F -3.23932 -2.20309 2.70726 0.404 -0.455 0.277
F -4.03114 -4.11652 3.41846 0.590 0.505 -0.641
F -2.21311 -4.10965 2.17321 -0.911 0.853 0.526
H -6.61070 -6.05815 -0.19596 0.054 0.117 0.095
H -5.39117 -5.36927 -1.28778 0.041 0.269 0.154
H -7.11193 -5.03649 -1.53922 0.024 -0.294 -0.251
H -7.35782 -3.71668 0.49932 0.000 -0.679 0.458
H -6.23673 -2.96737 -0.46121 0.896 -0.245 -0.290
Cl -6.94354 2.66941 -0.84061 -1.019 -0.630 -0.099
C -5.26604 3.03788 -1.18842 0.234 -1.456 0.365
C -5.00566 4.44483 -0.88321 1.453 1.021 0.052
Cl -6.08315 5.51181 -1.79742 0.023 0.357 0.060
H -4.97470 2.73629 -2.19453 -0.421 0.199 -0.082
H -4.72579 2.39029 -0.49786 0.337 0.197 -0.041
H -3.98437 4.65339 -1.20192 0.015 0.231 -0.095
H -5.00040 4.65755 0.18581 -0.571 0.104 -0.122
Cl 5.73811 2.24902 -6.62094 -0.142 -0.874 0.983
C 5.87736 0.96577 -5.30468 0.498 -0.089 -0.263
C 5.87050 1.61101 -3.93976 0.685 1.189 -0.551
Cl 6.06139 0.42552 -2.61818 -0.472 0.095 -0.254
H 6.85037 0.50161 -5.46562 -0.202 -0.099 -0.134
H 5.09380 0.21145 -5.37648 -0.065 0.290 -0.402
H 5.02284 2.29276 -3.87061 -0.279 -0.488 0.620
H 6.75202 2.24781 -3.86561 -0.040 -0.002 0.009
```
Positions in Å, forces in eV/Å.

***

4.
ORCA calculation (ωB97M-V/def2-TZVPD) on a molecular structure, C15H34InN3O2 at a distorted geometry.

## Properties
Net charge: -1
Energy (eV): -29839.589
LUMO level (alpha / beta) (hartree): 0.0826 / 0.0586
2S+1: 2
Kohn-Sham gap (alpha / beta) (eV): 6.125 / 5.473

```
55
Properties=species:S:1:pos:R:3:forces:R:3
C -1.31458 1.14266 0.58777 0.571 1.145 0.330
C -1.40682 1.02565 -1.04703 0.022 -0.501 0.449
N -2.08152 -0.23338 -1.55705 0.734 0.663 0.552
In -4.13711 -0.32912 -0.94542 -0.544 0.087 -0.019
C -5.18044 -2.28305 -1.48573 -0.730 -1.074 0.102
C -5.15364 1.49147 -1.93845 0.328 0.470 -0.074
C -6.75537 1.17165 -2.10388 0.828 -0.209 0.392
C -7.43631 1.42448 -0.60977 0.798 5.166 0.136
N -7.98768 0.22582 0.13299 0.639 2.052 -0.609
O -7.41960 2.68176 -0.14163 -0.564 -7.490 -2.254
H -1.19141 2.30522 0.82900 -0.208 -2.316 -0.288
H -2.26176 0.76581 1.16572 1.776 0.652 -1.396
H -0.34928 0.62095 1.02227 -1.980 0.874 -0.985
H -2.02284 1.94517 -1.44632 1.176 -1.748 0.729
H -0.30922 1.10038 -1.45980 -1.909 0.039 0.698
H -1.54717 -1.09992 -1.32930 -0.296 1.212 -0.011
H -4.29833 -0.08665 0.86240 -0.125 -0.104 -0.270
H -6.34862 -2.18016 -1.26302 2.435 -0.268 -0.631
H -4.99678 -2.53255 -2.61970 -0.503 0.190 2.177
H -4.78579 -3.16413 -0.78519 -0.793 1.736 -1.657
H -4.60966 1.71400 -2.97525 -1.441 -0.383 2.085
H -4.96613 2.38155 -1.20167 -0.590 -1.400 -1.628
H -6.82879 0.02647 -2.43043 -0.313 2.606 0.766
H -7.17890 1.89566 -2.93441 0.285 -1.451 1.940
H -8.96868 0.47308 0.38861 1.272 -0.151 0.228
H -7.37185 0.10344 0.96976 -0.921 0.208 -0.747
C 4.36193 -2.48368 0.56973 0.185 0.034 0.180
C 3.58602 -1.29377 -0.05897 0.351 -1.794 -0.724
C 4.54169 -0.47660 -0.96438 -0.078 0.290 0.135
C 5.56273 0.33050 -0.16985 0.027 -0.048 -0.009
C 4.87264 1.22334 0.85378 -0.162 -0.065 -0.283
C 3.85793 0.48161 1.76569 0.721 0.563 1.759
N 2.95414 -0.45500 1.01617 -2.074 3.390 -2.957
O 1.94992 0.32146 0.40916 2.422 -2.257 1.808
C 4.60866 -0.30837 2.87013 0.220 -0.173 -0.002
C 3.07595 1.57241 2.57631 -0.484 -0.242 -0.686
C 2.52554 -2.00072 -0.96783 -0.292 0.737 0.189
H 4.59338 -3.24565 -0.18524 -0.227 0.283 -0.010
H 5.32712 -2.20546 0.98980 -0.081 0.069 0.101
H 3.77120 -2.97461 1.35121 0.048 0.169 -0.097
H 3.96414 0.21411 -1.59459 -0.114 -0.144 0.214
H 5.07245 -1.14316 -1.65663 -0.244 -0.113 0.194
H 6.28059 -0.33194 0.32426 -0.045 -0.027 -0.002
H 6.14725 0.95266 -0.85804 -0.038 -0.074 0.103
H 5.63959 1.71478 1.46697 -0.283 -0.116 0.136
H 4.35953 2.02715 0.30905 -0.145 -0.170 0.144
H 3.91741 -0.93643 3.44460 0.056 0.090 -0.205
H 5.09059 0.37199 3.58453 -0.228 0.043 -0.263
H 5.41247 -0.93804 2.49199 -0.106 -0.068 -0.065
H 2.58152 2.30531 1.92726 -0.005 -0.382 0.036
H 3.75423 2.14670 3.21873 0.150 -0.356 -0.197
H 2.31616 1.11793 3.22424 0.115 0.023 -0.217
H 1.82841 -2.59616 -0.36835 0.081 0.178 -0.024
H 3.01032 -2.68170 -1.67983 0.201 0.196 0.347
H 1.94475 -1.29495 -1.57433 0.081 -0.041 0.376
```
Positions in Å, forces in eV/Å.

***

Question: What is the formula in the third record?
Answer: C15H34Cl4F9N3O9S

***

Question: What is the net charge in the first record?
Answer: 0

***

Question: net charge of number 2 (C15H34BrFN8O8)?
Answer: 0

***

Question: Which value of net charge does entry 4 give?
Answer: -1